140
Properties=species:S:1:pos:R:3:forces:R:3:mulliken_charge:R:1 method="wB97M-V/def2-TZVPD" total_energy_ha=-3183.406161 lumo_ev=0.2 homo_lumo_gap_ev=8.93 e_above_lowest_ev=6.267
C 0.543 2.093 -3.996 1.008 1.582 -1.258 0.371
O 0.374 1.046 -3.433 -1.484 -2.017 1.292 -0.409
N 1.109 3.143 -3.490 2.350 2.430 4.236 -0.098
N 0.277 2.405 -5.224 -1.880 -0.742 -5.000 -0.232
H 1.558 2.973 -2.602 0.290 0.494 0.074 -0.345
H 1.499 3.881 -4.059 -0.119 -0.305 0.371 0.227
H -0.198 1.765 -5.844 -0.152 -0.311 -0.138 0.186
H 0.626 3.264 -5.624 -0.364 -0.406 0.129 0.157
C -0.636 2.220 3.584 1.806 -2.111 0.303 0.175
O -0.089 1.111 3.528 -0.020 -1.386 0.475 -0.726
N -0.462 3.071 2.647 0.306 3.178 -3.537 0.078
N -1.310 2.672 4.592 -2.089 0.986 3.038 -0.282
H 0.009 2.792 1.798 0.329 -0.177 -0.175 -0.529
H -0.527 4.059 2.844 -0.006 -0.126 -0.398 0.213
H -1.533 2.112 5.402 0.060 0.178 -0.309 0.218
H -1.751 3.571 4.456 -0.196 -0.375 0.514 0.154
C 3.956 1.865 -1.711 -0.273 0.802 0.378 0.487
O 3.748 3.059 -1.868 -0.231 0.603 -0.403 -0.709
N 4.956 1.206 -2.222 3.192 -1.111 -2.220 -0.442
N 3.225 1.090 -0.943 -2.204 -0.744 2.367 0.660
H 5.491 1.651 -2.954 -0.041 -0.264 0.168 0.273
H 5.037 0.209 -2.080 0.055 0.326 -0.365 0.138
H 2.655 1.579 -0.268 -0.539 -0.386 -0.079 -0.783
H 3.404 0.107 -0.801 -0.197 0.302 -0.369 0.131
C -2.588 -2.820 -1.567 -2.261 3.818 1.192 0.346
O -1.939 -2.355 -0.664 1.795 0.423 1.493 -0.524
N -2.461 -3.965 -2.116 2.640 -4.976 -0.920 -0.437
N -3.630 -2.237 -2.148 -2.004 1.091 -1.219 -0.297
H -1.605 -4.368 -1.762 -0.394 -1.296 -0.351 0.315
H -3.312 -4.453 -2.355 0.867 -0.626 0.099 0.202
H -3.985 -2.914 -2.809 -0.925 1.397 -0.301 0.109
H -4.119 -1.385 -1.916 0.248 0.028 0.305 0.153
C 3.868 0.948 2.869 -1.424 3.546 5.375 0.743
O 4.132 1.684 3.853 -0.162 -1.011 -0.889 -0.797
N 2.692 0.439 2.638 -2.577 -1.382 -0.110 0.259
N 4.681 0.708 1.936 5.067 -0.937 -4.020 -0.247
H 2.651 -0.094 1.781 -1.211 -0.039 0.558 -0.255
H 1.946 0.591 3.301 -0.241 -0.113 -0.529 -0.027
H 4.394 0.177 1.126 0.710 0.350 0.199 0.051
H 5.613 1.076 2.062 -0.125 -0.235 -0.486 0.244
C -3.962 2.031 -1.528 0.316 -0.841 0.827 0.646
O -4.305 0.926 -1.887 -0.852 -1.384 -0.842 -0.593
N -2.809 2.285 -0.957 3.121 0.198 1.002 -0.130
N -4.687 3.126 -1.522 -3.121 2.176 -1.032 -0.483
H -2.517 3.251 -0.906 0.429 -0.549 0.383 0.191
H -2.266 1.527 -0.567 0.221 0.279 -0.403 -0.102
H -5.651 3.041 -1.812 0.234 0.270 -0.043 0.250
H -4.393 3.958 -1.031 -0.307 -0.379 -0.139 0.112
C -1.044 -2.271 4.953 -1.660 -1.547 4.641 0.564
O -1.499 -3.111 5.774 0.376 1.406 -0.840 -0.794
N -0.993 -0.974 5.084 -0.827 3.620 2.339 0.093
N -0.570 -2.613 3.832 2.165 -3.546 -5.179 0.282
H -1.302 -0.553 5.948 0.002 -0.349 -0.065 0.252
H -0.466 -0.350 4.490 -0.050 0.014 -0.177 -0.021
H -0.172 -2.017 3.120 -0.182 -0.150 0.452 -0.346
H -0.508 -3.616 3.728 0.243 0.180 -0.467 -0.213
C -2.310 -0.008 -5.664 0.330 0.166 1.254 0.592
O -1.444 0.305 -6.449 1.361 0.906 -1.085 -0.754
N -2.301 0.230 -4.358 1.085 0.911 1.563 0.037
N -3.401 -0.647 -6.011 -2.608 -1.691 -1.791 -0.424
H -3.052 -0.017 -3.729 0.143 0.339 -0.095 0.149
H -1.505 0.756 -4.025 -0.059 -0.343 0.450 -0.306
H -3.524 -0.773 -7.005 -0.163 -0.464 0.342 0.258
H -3.855 -1.234 -5.325 -0.166 0.167 -0.537 0.151
C -0.096 0.579 0.101 1.059 0.747 0.575 0.467
O 0.557 1.630 0.189 -0.322 0.609 0.015 -0.221
N -0.469 -0.162 1.122 -0.318 -1.446 2.680 2.054
N -0.509 -0.011 -0.988 -0.026 0.601 -2.414 1.894
H -1.003 -0.982 0.870 -0.117 0.119 0.677 -0.402
H -0.394 0.165 2.075 0.143 0.108 0.132 -1.066
H -0.797 -0.970 -0.855 -0.446 0.138 -1.196 -0.965
H -0.399 0.527 -1.836 0.270 -0.739 -0.495 -0.386
C 1.358 -3.081 1.462 1.115 -0.756 -0.348 -0.935
C 2.209 -4.375 1.651 -0.613 -0.531 1.904 0.403
C 1.609 -5.489 2.673 -0.018 1.078 -1.333 -0.894
O 1.850 -5.111 3.995 0.566 1.314 0.341 -0.322
C 1.278 -5.900 4.981 -0.459 -2.372 0.494 -0.852
N 2.401 -4.919 0.353 -0.225 -1.117 -1.660 -0.742
H 1.505 -2.382 2.285 -0.538 -0.180 -0.030 0.238
H 0.361 -3.343 1.109 -0.505 -0.113 1.035 0.301
H 1.640 -2.567 0.543 0.878 0.181 -0.032 0.307
H 3.212 -4.257 2.061 -0.085 1.050 0.684 0.337
H 2.103 -6.435 2.453 0.233 -0.229 -0.101 0.385
H 0.541 -5.658 2.534 -0.289 0.132 -0.341 0.400
H 1.119 -6.917 4.622 -0.143 -0.307 -0.584 0.349
H 0.305 -5.653 5.406 -0.101 1.011 -0.339 0.299
H 1.919 -6.152 5.826 0.568 0.957 0.004 0.328
H 2.950 -4.275 -0.197 -0.152 0.274 -0.187 0.218
H 2.976 -5.749 0.370 -0.066 -0.341 0.182 0.274
C -3.892 -0.284 1.151 0.304 1.703 1.009 -0.785
C -3.648 -0.372 2.713 -2.741 0.723 -3.210 1.744
C -5.012 0.088 3.356 1.516 -0.783 0.917 -0.715
O -4.923 0.343 4.768 0.803 -0.489 0.320 -0.415
C -4.757 -0.867 5.577 -1.915 0.373 -0.971 -0.659
N -3.315 -1.760 2.855 0.545 0.175 1.729 -0.630
H -2.926 -0.191 0.655 -0.111 -0.606 -0.130 -0.138
H -4.350 0.683 0.941 -0.417 -0.060 -0.230 0.400
H -4.502 -1.100 0.763 0.138 0.025 0.123 0.294
H -2.909 0.395 2.948 0.437 -0.181 0.385 -0.686
H -5.767 -0.677 3.177 -0.163 -0.128 -0.203 0.391
H -5.302 1.029 2.888 -0.035 0.005 0.165 0.326
H -5.772 -1.243 5.709 -0.322 -0.289 0.031 0.301
H -4.463 -0.656 6.605 0.757 0.311 -0.447 0.250
H -4.258 -1.679 5.049 0.592 0.351 0.378 0.334
H -2.677 -2.032 2.121 0.036 -0.103 -0.202 0.114
H -2.758 -1.760 3.698 -0.038 -0.888 0.135 0.166
C 0.202 -2.368 -3.453 0.592 0.225 -0.712 -0.081
C 1.613 -2.285 -4.055 -1.031 0.380 1.523 0.215
C 1.659 -2.298 -5.555 0.478 -0.513 -0.006 -0.837
O 3.016 -2.007 -5.885 0.433 0.567 -0.091 -0.355
C 3.321 -1.852 -7.276 -0.785 -0.855 1.014 -0.762
N 2.170 -1.018 -3.580 0.905 -0.972 -0.073 -0.420
H 0.311 -2.603 -2.394 -0.256 -0.321 -0.049 -0.263
H -0.397 -3.077 -4.024 -0.303 -0.091 0.390 0.509
H -0.207 -1.359 -3.508 -0.517 -0.234 -0.186 -0.415
H 2.134 -3.146 -3.635 0.586 -0.051 -0.283 0.270
H 0.970 -1.546 -5.938 -0.091 0.151 -0.319 0.354
H 1.387 -3.299 -5.892 -0.133 -0.130 -0.462 0.465
H 2.593 -1.170 -7.716 0.024 -0.111 -0.396 0.312
H 3.260 -2.877 -7.640 -0.080 0.176 -0.946 0.292
H 4.336 -1.484 -7.429 -0.094 0.069 0.395 0.220
H 2.665 -0.750 -4.418 0.599 1.042 0.397 0.435
H 1.415 -0.371 -3.403 0.298 0.087 -0.135 0.077
C 1.146 4.805 -0.673 -0.979 1.196 1.440 -0.655
C 2.179 5.710 0.014 0.769 0.662 0.762 0.031
C 2.520 5.345 1.495 -2.219 -0.777 0.528 -0.107
O 1.419 5.591 2.423 -0.058 0.161 0.748 -0.390
C 1.597 5.167 3.797 0.907 -0.762 -0.476 -0.839
N 3.488 5.539 -0.584 0.330 -0.499 -0.444 -0.810
H 0.175 4.916 -0.191 -0.156 -0.262 0.777 0.335
H 1.431 3.756 -0.589 -0.048 0.129 -0.573 -0.272
H 0.821 5.217 -1.629 0.948 -0.491 -0.592 0.570
H 2.013 6.773 -0.164 -0.864 0.094 0.564 0.470
H 3.453 5.734 1.902 -0.049 0.340 -0.409 0.503
H 2.572 4.258 1.438 0.585 -0.414 0.173 -0.350
H 1.795 4.106 3.948 -0.130 -0.604 -0.848 0.248
H 0.717 5.318 4.422 -0.172 0.746 -0.451 0.365
H 2.487 5.542 4.303 -0.022 0.979 -0.218 0.375
H 3.665 4.558 -0.422 0.771 -0.302 -0.122 0.298
H 3.318 5.513 -1.579 0.334 0.215 -0.427 0.282